The following is a DFT calculation (ωB97M-V/def2-TZVPD) of 2 unconnected molecules or ions with the total composition C6H10N3O3 in a non-equilibrium geometry.

Calculated values
- charge = +1

```
22
Properties=species:S:1:pos:R:3:nbo_charge:R:1
C -0.9985 0.0425 0.3472 0.08
C -1.8607 -0.7415 -0.4122 0.13
C -1.8032 1.2060 0.8166 0.59
C -3.1401 -0.1608 -0.3480 0.48
C 1.2999 0.0593 1.2341 0.26
C 2.7108 0.2613 0.8180 -0.70
N -3.0568 0.9808 0.4318 -0.55
N 0.9337 -0.8566 -1.9013 -0.64
N 0.3463 -0.0860 0.3694 -0.35
O -1.5087 -1.8167 -1.1833 -0.68
O -1.4125 2.2640 1.4646 -0.62
O -4.4058 -0.3894 -0.7931 -0.63
H 1.1004 0.1960 2.3473 0.19
H 2.7579 -0.0548 -0.2856 0.26
H 3.4880 -0.2985 1.2759 0.26
H 2.9446 1.3056 0.9889 0.26
H -3.8494 1.5440 0.6294 0.44
H -0.0875 -1.2867 -1.9691 0.33
H 1.4563 -1.6862 -1.7300 0.29
H -1.9394 -2.6363 -0.9822 0.51
H -2.0171 3.0922 1.6434 0.55
H -4.4818 -0.8890 -1.5620 0.52
```

The following is a DFT calculation (ωB97M-V/def2-TZVPD) of a gas-phase ion, C5H12N3OS (charge +1) in a non-equilibrium geometry.

Calculated values
- <S²> = 2.01
- charge = +1
- spin multiplicity = 3

```
22
Properties=species:S:1:pos:R:3:nbo_charge:R:1
C -0.7813 1.0561 -2.0756 -0.28
C 0.7090 0.7446 -2.3740 -0.54
C 0.8337 -0.0790 0.1392 -0.23
C 0.6762 -0.5161 2.4679 -0.41
C -0.6339 -1.8138 0.7234 -0.46
N -1.4419 2.2286 -0.1784 0.35
N -0.9627 1.2248 -0.6537 -0.25
N 0.5628 -1.1098 1.1193 -0.39
O -1.5325 2.6691 0.9571 -0.25
S 1.3595 -0.6249 -1.3744 0.34
H -1.1006 2.0938 -2.4806 0.23
H -1.4696 0.3333 -2.6174 0.24
H 0.5926 0.3873 -3.5140 0.28
H 1.4509 1.5168 -2.2374 0.24
H 1.2961 0.8659 0.5930 0.22
H 0.3443 0.5061 2.4575 0.24
H 0.0809 -1.1110 3.0960 0.24
H 1.8187 -0.4271 2.7206 0.25
H -0.5042 -2.4251 -0.1512 0.26
H -1.0062 -2.5583 1.5296 0.24
H -1.5873 -1.2467 0.7167 0.26
H 1.2955 -1.7148 1.1365 0.42
```

In the order shown, the computed E_tot values come out to -16985.388, -22719.087 eV.
In the order shown, the computed energy above the lowest of the compared OMol25 structures with the same formula, charge and spin values come out to 365.32, 216.81 kJ/mol.